Entry 1:
Entry from the OMol25 dataset: a 2-piece molecular cluster, C5H14 overall in a non-equilibrium geometry (wB97M-V/def2-TZVPD).

Geometry as XYZ:
```
19
Properties=species:S:1:pos:R:3:forces:R:3
C 1.07269 -0.61675 -0.69534 -3.55 -0.21 0.45
C 2.47735 -0.17282 -0.54423 -2.13 4.40 -1.83
C 2.46706 1.22350 0.15737 2.27 -2.02 0.65
H 0.20981 0.26293 -0.60407 2.46 -2.25 -0.30
H 0.89188 -1.18786 -1.63873 0.04 0.59 0.58
H 0.87522 -1.35448 0.10773 -0.48 0.47 -0.22
H 2.75990 0.04316 -1.52945 1.08 0.19 -1.64
H 3.04487 -0.94183 -0.23459 2.29 -2.22 1.79
H 3.51497 1.62711 0.31392 -1.32 -0.14 -0.44
H 2.11018 0.92691 1.12453 -0.56 0.81 0.87
H 1.78887 1.85690 -0.38916 0.03 0.41 0.08
C -3.26311 0.28558 0.99020 -1.47 -3.75 -1.56
C -2.45479 -0.68641 0.03633 -1.23 -1.57 1.72
H -2.75523 1.11724 1.13551 3.01 3.83 0.75
H -4.22258 0.72731 0.63993 0.23 -1.22 0.09
H -3.28774 -0.21546 1.95117 -0.80 0.09 0.17
H -1.84913 -0.21516 -0.67735 0.82 0.83 -0.84
H -1.83259 -1.40764 0.64016 -0.19 1.20 -0.31
H -3.04366 -1.43771 -0.50554 -0.52 0.56 -0.01
```
Forces are in eV/Å.

Output
Strongest force on any atom   0.10146 Eh/bohr
Energy relative to the best compared isomer or geometry (same formula, charge and spin)   162.8 kJ/mol
Net charge   0
LUMO   1.1 eV
E   -5410.3625 eV

Entry 2:
Entry from the OMol25 dataset: C30H38Br3F5N5O4SSbSiYb as an isolated structure in a non-equilibrium geometry (wB97M-V/def2-TZVPD).

Geometry as XYZ:
```
89
Properties=species:S:1:pos:R:3:forces:R:3
Yb -2.08457 -5.00648 19.28502 0.44 -0.04 0.11
O -4.21382 -0.98145 21.14992 0.20 -0.21 -0.72
C -4.16912 -1.39633 19.91686 1.08 0.81 -2.47
O -3.39258 -0.75437 19.06377 -0.14 -1.48 2.69
C -5.03562 -2.42685 19.32713 -2.22 0.14 -0.88
C -6.34072 -1.99466 18.98641 1.65 0.19 2.30
C -7.21900 -2.95114 18.48981 0.99 -0.72 -0.85
C -6.76120 -4.20799 18.16715 -0.83 -0.20 0.51
C -5.44358 -4.55038 18.51281 -0.14 -1.51 -1.09
N -4.57000 -3.64113 18.99337 2.05 1.00 1.21
C -4.90325 -5.89492 18.29872 -1.75 1.94 -0.20
O -5.91214 -6.75097 18.06308 1.01 -1.59 -0.15
O -3.70459 -6.19084 18.32308 -0.50 -0.62 -0.19
H -4.74953 -1.58434 21.68319 -0.25 -0.17 0.11
H -6.68853 -0.99633 19.26939 0.14 -0.37 -0.16
H -8.20906 -2.68434 18.33609 -1.68 0.41 -0.52
H -7.47848 -4.92657 17.72959 0.77 0.33 0.38
H -5.52508 -7.65138 17.96443 -0.30 0.62 -0.03
Br -1.18236 -2.59368 17.06227 0.48 -0.22 0.23
C 0.67392 -2.84144 17.62257 -0.36 -0.99 0.69
Br 0.82343 -3.94257 19.30833 -0.02 0.86 -1.03
H 1.07709 -1.87638 17.84198 0.21 0.37 0.16
H 1.23061 -3.36737 16.85251 -0.20 0.00 0.08
C 0.05760 -1.21564 22.85092 1.96 -0.98 0.26
C -0.31218 -2.41283 23.72945 -0.19 -0.52 0.56
C -1.44923 -3.18616 23.18533 -1.58 -0.75 -0.97
N -1.67915 -3.39577 21.93159 0.81 1.29 -0.17
N -2.73811 -4.18796 21.59913 -0.12 -0.07 1.32
C -3.32994 -4.64247 22.68398 -0.09 -0.24 0.10
N -4.34700 -5.53297 22.63063 -0.51 -0.11 -0.63
S -2.62596 -4.02340 24.19366 -0.30 -0.41 -1.04
H 1.01386 -0.80342 23.27813 -1.08 0.05 -0.51
H -0.72214 -0.47076 22.76918 -0.10 0.15 0.10
H 0.32166 -1.64043 21.85861 -0.31 0.55 0.42
H -0.50917 -2.21136 24.79649 0.03 0.42 -0.47
H 0.47028 -3.18105 23.77045 0.42 0.44 -0.13
H -4.71654 -5.85634 21.71005 0.67 0.49 1.31
H -4.79440 -5.86643 23.47336 0.15 0.05 -0.32
F -0.45573 -5.74595 21.94842 -0.06 -0.07 -0.10
C -1.20257 -6.87701 21.75959 -1.04 -1.80 -0.29
C -1.70289 -7.21781 20.52747 0.42 1.72 -0.51
C -2.36249 -8.41044 20.36607 0.54 0.18 0.93
F -2.75320 -8.86591 19.13242 -0.11 0.32 0.77
C -2.54034 -9.22875 21.46550 -0.05 0.20 -0.68
F -3.22284 -10.34931 21.29520 -0.19 -0.96 0.39
C -1.97913 -8.91313 22.71262 -0.91 -1.92 -0.47
F -1.96221 -9.90478 23.63785 -0.14 0.99 -0.16
C -1.37994 -7.71061 22.86730 2.05 1.83 0.38
F -0.72097 -7.35206 23.99716 -0.47 -0.49 0.16
C -2.40544 3.02453 18.90578 -0.48 -0.41 1.05
Si -3.41487 1.72813 19.92228 -1.03 3.37 0.32
C -5.22982 1.75486 19.33759 0.07 -1.24 -0.70
C -3.56689 2.19742 21.76927 1.42 0.58 -0.17
C -2.42653 0.19471 19.72230 -0.11 -1.03 -0.98
H -2.68665 4.03916 19.23986 -0.04 -0.33 -0.54
H -2.43111 2.89392 17.80276 -0.01 0.17 0.79
H -1.39549 2.88269 19.30335 0.24 0.08 -0.40
H -5.38070 1.57313 18.24448 0.28 0.45 0.71
H -5.68040 2.72609 19.62989 0.25 -0.67 -0.13
H -5.77951 0.90262 19.79649 0.07 0.80 0.11
H -4.45210 2.82993 21.93141 0.20 -0.43 0.11
H -2.68145 2.81724 22.06421 -0.62 -0.24 -0.31
H -3.49351 1.35619 22.47039 -0.52 0.07 -0.24
H -2.00850 -0.26181 20.62368 -0.02 -0.02 -0.26
H -1.67137 0.35805 18.94926 -0.02 -0.27 0.22
C -6.03479 -1.24898 14.18973 -0.45 0.97 0.02
Sb -4.13736 -2.18552 14.22725 0.14 -0.98 -0.24
C -3.04214 -1.14954 12.68587 0.39 0.08 -1.15
C -4.82222 -3.94162 13.03200 0.26 0.09 1.54
H -6.48223 -1.18447 13.19460 0.29 0.09 -0.03
H -5.92324 -0.21880 14.60746 -0.33 -0.80 -0.24
H -6.74320 -1.83861 14.78235 0.27 0.20 0.19
H -2.80113 -1.95582 11.91562 -0.28 1.22 0.83
H -2.07630 -0.73731 13.06524 -0.78 -0.40 -0.18
H -3.60035 -0.29913 12.20051 0.44 -1.02 0.43
H -5.89504 -4.03404 13.29639 0.58 -0.07 -0.29
H -4.26420 -4.82061 13.46864 -0.61 0.81 -0.95
H -4.69757 -3.77439 11.96022 0.11 -0.24 0.22
Br -1.48855 -6.78718 13.42737 0.17 0.08 -0.27
C -0.90175 -7.24662 15.14460 0.47 -0.74 1.46
C -0.51128 -8.56915 15.47015 0.02 1.19 1.06
C -0.30398 -8.86064 16.85199 1.16 1.54 -0.90
C -0.28510 -7.78924 17.78640 -1.03 -0.21 -1.33
N -0.69929 -6.53011 17.44936 0.91 -0.66 -0.13
C -0.92992 -6.26613 16.15832 -0.63 -1.34 -0.43
H -0.24923 -9.25785 14.66410 -0.57 -0.10 0.41
H 0.09107 -9.83507 17.13095 -0.29 0.18 0.08
H 0.02046 -7.95543 18.82036 -0.33 0.13 -0.34
H -1.23501 -5.27285 15.86147 -0.04 0.21 0.24
```
Forces are in eV/Å.

Output
Multiplicity   2
Strongest force on any atom   0.06879 Eh/bohr
Energy relative to the best compared isomer or geometry (same formula, charge and spin)   142.4 kJ/mol
Net charge   +1
LUMO (alpha / beta)   -3.5 / -3.1 eV
E   -327853.4256 eV

Entry 3:
Entry from the OMol25 dataset: one molecule with the formula C10H17P in a non-equilibrium geometry (wB97M-V/def2-TZVPD).

Geometry as XYZ:
```
28
Properties=species:S:1:pos:R:3:forces:R:3
C -2.33825 -0.54275 -1.47618 -1.57 2.21 1.43
C -2.01918 0.07698 -0.03225 -0.34 -1.98 -0.08
C -2.80504 1.34701 0.24976 2.42 0.94 0.50
C -2.51358 -0.98984 1.08916 1.69 0.97 -2.44
C -0.51263 0.24505 0.05609 0.15 -2.38 1.07
P 0.31790 1.65361 0.11989 0.88 0.53 -0.05
C 2.10706 1.01325 0.05280 -1.24 0.89 0.53
C 2.67029 0.25935 1.34529 1.12 0.33 -1.37
C 3.45748 -0.82645 0.59260 1.13 0.55 0.29
C 3.18744 -0.92910 -0.71134 1.51 -0.34 0.73
C 2.28013 0.13377 -1.26174 1.76 -0.71 0.79
H -2.16669 -1.54253 -1.35414 0.85 -2.76 -0.22
H -3.41468 -0.48124 -1.67416 -0.07 0.14 0.29
H -1.89512 -0.14193 -2.37055 0.79 0.41 0.05
H -2.80815 1.90878 -0.63239 -0.60 0.90 -1.63
H -2.23309 2.05955 0.90088 -0.54 -0.92 0.09
H -3.77822 1.21294 0.63406 -1.11 -0.34 0.29
H -3.52092 -1.25740 0.96620 -1.35 -0.76 -0.77
H -2.55595 -0.37845 1.90494 0.25 1.35 2.77
H -1.86238 -1.82981 1.29615 0.11 -0.18 -0.32
H 0.08396 -0.74916 0.24188 -1.20 1.69 -0.77
H 2.72374 1.94343 0.07794 -0.38 -0.72 -0.82
H 2.00648 -0.32259 1.96418 -0.90 0.37 0.28
H 3.24050 1.01270 2.03333 -0.75 -1.59 -1.36
H 4.28564 -1.36522 1.07124 -0.66 -0.17 -0.08
H 3.73945 -1.65792 -1.32855 -0.56 0.37 0.17
H 2.86921 0.61101 -2.08364 -0.90 0.07 0.56
H 1.45462 -0.46307 -1.67145 -0.50 1.14 0.08
```
Forces are in eV/Å.

Output
Strongest force on any atom   0.06075 Eh/bohr
Energy relative to the best compared isomer or geometry (same formula, charge and spin)   134.4 kJ/mol
Net charge   0
LUMO   0.6 eV
E   -19931.4097 eV